Arrangement 1

A 16-piece molecular cluster, C59H158N11O21 overall, computed with ωB97M-V/def2-TZVPD.

HOMO energy: -0.149 Eh
Total charge: -1

Last column: Mulliken charge in e.
CARTESIAN COORDINATES (ANGSTROEM)
C -5.64088 5.24242 13.91737  0.94
C -5.33410 3.82922 13.41049  2.04
C -3.94121 3.94764 12.74538  0.63
C -3.31548 2.59062 12.39768  -0.63
C -3.18800 1.81872 13.70572  0.42
C -4.48414 1.61886 14.48081  3.43
N -5.16428 2.92366 14.56029  0.82
O -6.21638 2.86281 15.49694  4.29
C -4.12086 1.02982 15.84834  -0.49
C -5.30942 0.55817 13.72999  -0.76
C -6.35033 3.39486 12.35215  -0.01
H -5.64592 5.97610 13.11051  -0.73
H -5.00019 5.53847 14.74423  -1.21
H -6.64649 5.19424 14.35234  -0.59
H -3.26900 4.54000 13.37326  -0.54
H -3.93395 4.50168 11.79624  -0.79
H -2.28997 2.72425 12.04016  0.19
H -3.93973 2.17540 11.60640  -0.24
H -2.41976 2.21439 14.37171  -1.56
H -2.85498 0.83209 13.34921  0.03
H -4.95856 0.49790 16.29282  -0.58
H -3.85572 1.84694 16.52653  -0.58
H -3.20702 0.43113 15.81471  0.03
H -5.35551 0.74685 12.65046  -1.17
H -6.36295 0.59422 14.01648  -0.48
H -4.87380 -0.44500 13.72806  0.48
H -6.11827 2.48755 11.79512  -0.18
H -6.54028 4.23087 11.67177  0.33
H -7.30289 3.19244 12.85442  -1.22
C -1.10323 -1.75508 13.72841  -1.02
C 0.06185 -2.59089 14.25873  0.76
C 0.01586 -2.86951 15.73439  -1.07
O 0.11070 -1.61908 16.42659  -0.06
C -0.10874 -1.74952 17.79812  -0.83
N 0.11395 -3.89992 13.55323  -0.79
H -1.12239 -0.79744 14.24454  -0.05
H -2.03032 -2.32805 13.77202  0.21
H -0.96823 -1.58159 12.65683  0.43
H 1.03395 -2.14034 14.02948  0.16
H 0.91216 -3.41574 16.05865  0.45
H -0.84825 -3.44824 16.07618  0.43
H -1.11638 -2.11075 18.04083  0.26
H -0.11156 -0.77902 18.30135  0.25
H 0.68267 -2.32862 18.28924  0.33
H 0.57360 -3.68534 12.67684  0.29
H 0.65357 -4.59645 14.04920  0.24
C -5.46769 -0.98178 10.12608  -0.89
C -6.08190 -2.37355 10.22934  0.77
C -5.51250 -3.38650 9.23370  -0.96
O -6.24021 -4.58133 9.34471  -0.27
C -5.94988 -5.56013 8.35657  -0.78
N -5.93208 -2.79502 11.61996  -0.54
H -4.37411 -0.98572 10.17190  0.44
H -5.76497 -0.30086 10.92180  -0.17
H -5.79690 -0.47994 9.21108  0.45
H -7.13459 -2.23943 9.96094  -0.06
H -4.48227 -3.60703 9.55468  0.33
H -5.49507 -2.96641 8.22105  0.43
H -6.56141 -6.41968 8.61030  0.23
H -4.90198 -5.85719 8.48008  0.32
H -6.09560 -5.14551 7.35911  0.29
H -4.92828 -2.85689 11.81017  0.20
H -6.15183 -3.78835 11.72099  0.30
C -6.63728 11.76156 12.35630  -0.67
C -6.92896 11.37193 13.81766  0.49
C -6.16827 10.08669 14.23972  -1.03
O -6.21196 9.00726 13.33374  0.37
C -7.53562 8.47043 13.11238  -0.66
N -6.72074 12.49986 14.74778  -0.74
H -7.56465 12.14933 11.92995  0.34
H -6.29824 10.89699 11.79551  -0.24
H -5.85459 12.51119 12.23564  0.39
H -7.97295 11.12348 14.04101  0.15
H -6.50500 9.78037 15.23702  0.42
H -5.09829 10.31231 14.31285  0.31
H -7.42504 7.45032 12.75073  -0.38
H -8.02622 9.11657 12.38574  0.39
H -7.96204 8.40896 14.11651  0.46
H -5.72216 12.57514 14.94089  0.28
H -6.95327 13.32943 14.21184  0.29
C 0.07074 1.86911 17.01518  -1.19
C 0.65079 2.82326 15.96893  0.56
C 0.60034 2.17583 14.60644  0.41
O 1.27095 2.97672 13.65862  -0.40
C 1.30444 2.41112 12.38424  -0.60
N -0.10880 4.06926 15.95784  -0.69
H 0.73426 1.03585 17.24522  0.49
H -0.84353 1.46188 16.57084  -0.06
H -0.18154 2.35372 17.95763  0.37
H 1.70431 3.00651 16.20062  0.38
H -0.41518 1.96450 14.24504  -0.45
H 1.08259 1.18261 14.66102  0.43
H 1.80602 1.44136 12.28632  0.38
H 1.83721 3.12134 11.75273  0.26
H 0.31393 2.27161 11.93245  0.10
H -0.23044 4.45073 15.01893  0.39
H -1.09800 3.84035 16.08014  -0.37
C -3.70634 7.41499 10.48952  -0.72
C -4.74142 8.15253 9.63440  -0.31
C -5.99715 7.31522 9.37458  1.10
O -6.95162 8.02385 8.59270  -0.59
C -8.20519 7.35457 8.61081  -0.75
N -5.04732 9.45506 10.23091  -0.71
H -3.20049 6.72871 9.81206  0.50
H -4.16672 6.93273 11.35778  -0.42
H -3.03191 8.11697 10.98109  0.45
H -4.31529 8.31902 8.63878  0.42
H -6.45492 7.01307 10.32245  0.04
H -5.57782 6.50093 8.76914  -0.33
H -8.09568 6.27321 8.49051  0.12
H -8.81057 7.65402 7.75311  0.32
H -8.73109 7.65087 9.52202  0.41
H -5.98363 9.67528 9.89434  0.40
H -5.14816 9.36806 11.23971  -0.10
C -6.78842 -6.60983 17.17358  -1.57
C -6.63401 -5.10530 17.34262  0.83
C -5.51817 -4.47013 16.53534  -0.81
O -5.30588 -3.15444 17.01430  -0.18
C -4.15488 -2.59803 16.43590  -0.49
N -7.89390 -4.39965 17.01266  -0.77
H -7.01170 -6.86260 16.13505  0.34
H -7.60195 -6.97978 17.79617  0.41
H -5.84916 -7.07888 17.47207  0.37
H -6.42921 -4.95438 18.41158  0.17
H -5.74652 -4.41728 15.46498  0.30
H -4.61096 -5.07890 16.64472  0.28
H -3.87949 -1.66108 16.91978  0.03
H -4.32004 -2.39681 15.37066  0.20
H -3.25853 -3.22766 16.51597  0.48
H -8.66758 -4.75622 17.56093  0.24
H -7.70964 -3.44574 17.31636  0.26
C -5.71748 6.33677 5.73281  -1.44
C -5.90576 4.81762 5.75111  0.55
C -5.92798 4.11935 7.09615  -0.25
O -4.66541 4.25378 7.69827  -0.46
C -4.60350 3.83020 9.04597  0.12
N -7.21230 4.58144 5.12478  -0.72
H -6.55042 6.82616 6.23668  0.32
H -5.66714 6.63908 4.68409  0.49
H -4.80708 6.74984 6.17038  0.23
H -5.11124 4.29364 5.19861  0.19
H -6.24081 3.06332 7.11362  0.49
H -6.69300 4.57087 7.75321  -0.24
H -5.42502 4.24031 9.64043  -0.08
H -3.66187 4.20577 9.44181  -0.33
H -4.63131 2.73704 9.11618  0.56
H -7.18399 4.94480 4.17577  0.27
H -7.32495 3.57780 4.98893  0.25
C -9.86768 4.49719 12.29944  0.06
C -11.37776 4.59891 12.14382  0.55
C -11.78192 5.33888 10.87890  -0.75
O -11.36327 6.68963 10.97738  -0.16
C -11.85718 7.52709 9.95309  -0.85
N -11.82747 3.20567 12.08036  -0.34
H -9.36420 5.46159 12.12947  0.12
H -9.37337 3.91836 11.51543  -0.06
H -9.54480 4.22159 13.30324  -0.45
H -11.76533 5.08132 13.04229  0.10
H -12.86596 5.34816 10.70887  0.50
H -11.30894 4.82603 10.02874  0.20
H -11.62831 8.57371 10.14528  0.20
H -12.95005 7.43816 9.90417  0.32
H -11.33524 7.12361 9.07594  0.34
H -12.80188 3.15139 11.78664  0.35
H -11.30060 2.73263 11.34510  0.09
C -7.25504 -0.71333 17.80950  -1.61
C -7.38499 0.55920 18.59465  0.42
C -6.03795 0.86406 19.28263  0.08
O -6.15598 2.06945 20.01015  -0.30
C -4.95573 2.53434 20.58764  -0.83
N -7.85786 1.69957 17.79050  -0.30
H -7.17459 -1.62229 18.41146  0.68
H -6.37838 -0.68191 17.15890  0.24
H -8.15281 -0.87617 17.21111  0.24
H -8.13690 0.49414 19.39176  0.55
H -5.26089 0.98118 18.51689  -0.39
H -5.77152 0.01623 19.92857  0.54
H -4.87698 2.04208 21.56242  0.31
H -5.00174 3.61197 20.74539  0.25
H -4.09644 2.34565 19.93766  0.32
H -7.14184 1.82029 17.06136  -0.83
H -7.67142 2.50570 18.38674  0.33
C -11.46882 -2.07598 11.60260  -1.61
C -11.48493 -0.60672 11.24428  0.54
C -10.13982 -0.17473 10.63974  -0.67
O -10.21230 1.23992 10.45141  0.05
C -9.07371 1.74553 9.81049  -1.30
N -12.53023 -0.41334 10.19498  -0.85
H -10.58990 -2.30524 12.20925  0.34
H -11.29773 -2.67410 10.69850  0.40
H -12.40290 -2.45229 12.01075  0.36
H -11.69896 0.10557 12.04227  0.20
H -9.90896 -0.66105 9.68337  0.50
H -9.28094 -0.37492 11.29376  0.16
H -8.77423 1.16121 8.93119  0.42
H -8.18070 1.88703 10.43123  0.47
H -9.33906 2.73964 9.43919  0.13
H -12.14057 -0.93571 9.41108  0.33
H -12.52287 0.55212 9.87884  0.34
C -9.41007 1.42338 14.07952  -0.25
C -9.47792 0.06578 14.75232  0.71
O -10.48684 0.11423 15.76967  -0.56
O -9.04107 2.41785 15.00898  -0.58
H -10.39599 1.80918 13.79300  0.39
H -8.81721 1.44126 13.15380  -0.12
H -8.53098 -0.05680 15.28241  -0.45
H -9.74586 -0.70571 14.02230  0.00
H -10.56126 -0.76493 16.14898  0.33
H -8.09644 2.65290 15.01431  -0.56
C -0.34307 5.54731 11.45827  0.72
C -0.55309 4.69606 10.21749  -0.04
O -0.39666 5.43387 9.01994  -0.56
O 0.99100 6.06096 11.46124  -0.58
H -0.54816 4.94030 12.34562  -0.41
H -1.00293 6.40869 11.59129  -0.07
H -1.58906 4.34305 10.32717  -0.44
H 0.06288 3.79492 10.23660  0.70
H -0.64014 4.87771 8.27576  0.35
H 1.36175 5.98574 10.57878  0.40
C -2.84045 7.27678 14.17568  1.53
C -2.14843 8.56456 13.79190  -0.59
O -0.89631 8.36506 13.18330  -0.59
O -2.13871 6.63011 15.23496  -0.74
H -2.96062 6.66847 13.27695  -0.47
H -3.84243 7.50252 14.55279  -0.36
H -2.03056 9.30238 14.59128  0.42
H -2.82520 9.01443 13.05848  0.04
H -0.31419 7.74666 13.63242  0.39
H -2.68262 5.89470 15.56797  -0.01
C -3.62181 4.49911 17.57508  -0.36
C -4.71797 5.55556 17.57830  -0.70
O -5.97500 5.02281 17.24730  -0.81
O -3.34091 4.20844 16.21328  1.88
H -3.95017 3.61087 18.12476  -0.17
H -2.70540 4.83375 18.06679  0.45
H -4.39234 6.31552 16.85513  -0.07
H -4.78830 6.10344 18.52116  0.63
H -6.00237 4.32842 16.52808  -0.42
H -4.05134 3.64098 15.85112  -1.45
C -9.16568 6.05819 16.62305  0.55
C -10.64985 6.24778 16.56953  -0.58
O -11.29620 5.11325 15.97768  -0.44
O -8.79393 4.80054 17.19749  -0.61
H -8.65037 6.82115 17.21592  0.36
H -8.73189 6.08890 15.61644  -0.41
H -10.88853 7.09638 15.92228  0.37
H -11.07484 6.40193 17.56443  0.23
H -12.11654 5.39353 15.56788  0.24
H -7.83395 4.76562 17.04655  -0.06

Arrangement 2

A 16-piece molecular cluster, C59H158N11O21 overall, computed with ωB97M-V/def2-TZVPD.

HOMO energy: -0.070 Eh
Total charge: -1

Last column: Mulliken charge in e.
CARTESIAN COORDINATES (ANGSTROEM)
C -2.45330 -1.39796 -0.51625  0.36
C -1.81816 0.03452 -0.45211  3.43
C -1.25429 0.17177 0.98404  -1.56
C -0.11580 -0.83399 1.35044  0.02
C 1.00141 -0.69360 0.29623  1.28
C 0.61303 -0.57513 -1.24147  1.33
N -0.67086 0.23765 -1.41037  1.19
O -1.17760 0.38767 -2.75538  -0.68
C 0.70534 -2.02447 -1.83837  -0.03
C 1.80232 0.21399 -1.91253  -1.39
C -2.89160 1.24841 -0.49146  -0.46
H -2.66815 -1.65168 -1.55431  -0.56
H -3.37029 -1.71856 -0.02183  -0.38
H -1.76634 -2.16988 -0.16938  -0.74
H -2.05603 0.01503 1.70567  -0.08
H -0.89685 1.19161 1.12635  -0.69
H -0.57331 -1.80270 1.55139  -1.03
H 0.25402 -0.51749 2.32572  1.22
H 1.73154 -1.47678 0.50028  -0.65
H 1.43657 0.26093 0.59217  -0.81
H -0.23246 -2.56884 -1.72746  -0.45
H 1.60741 -2.52366 -1.48456  -0.03
H 1.04421 -2.01499 -2.87432  0.05
H 1.65899 0.24851 -2.99251  0.38
H 2.68239 -0.37074 -1.64481  -0.24
H 1.81429 1.24662 -1.56379  0.29
H -2.35996 2.18593 -0.65431  -0.27
H -3.56042 1.34670 0.36361  0.04
H -3.45612 1.22796 -1.42366  -0.21
C 2.43029 -6.05576 -4.32613  -1.60
C 2.04262 -5.38855 -2.99216  2.24
C 1.35325 -6.42736 -2.03786  -1.35
O 0.73463 -5.86439 -0.85034  -0.25
C -0.65884 -5.69846 -0.86923  0.31
N 3.26014 -4.85931 -2.42348  -0.12
H 1.62959 -6.22379 -5.04637  0.37
H 2.81886 -7.07304 -4.27876  0.39
H 3.10133 -5.39154 -4.87078  0.39
H 1.42968 -4.51308 -3.20655  -0.97
H 2.01967 -7.24734 -1.77023  0.37
H 0.61984 -6.93374 -2.66537  0.34
H -0.75154 -5.20361 -1.83600  -0.30
H -0.99391 -4.94811 -0.15313  -0.34
H -1.20850 -6.63904 -0.83331  0.39
H 3.94860 -5.59476 -2.35117  0.31
H 3.08458 -4.79630 -1.43085  -0.51
C -0.87535 -3.00776 4.31162  0.17
C -2.20188 -3.77529 4.23007  0.32
C -2.75496 -3.93486 2.77571  0.40
O -4.01990 -4.67189 2.83608  -0.48
C -4.48633 -5.28298 1.64371  -0.37
N -1.76953 -5.11211 4.58945  -0.92
H -1.08394 -1.94209 4.40618  -0.42
H -0.26901 -3.16642 3.41983  -0.58
H -0.37425 -3.28187 5.23997  0.57
H -2.91486 -3.54255 5.02102  0.24
H -2.07346 -4.46715 2.11215  0.03
H -2.89523 -2.93235 2.37149  -0.05
H -4.45244 -4.58045 0.81101  -0.10
H -5.51033 -5.64114 1.74980  0.34
H -3.85860 -6.15426 1.45683  0.31
H -2.49971 -5.77582 4.37402  0.33
H -0.96414 -5.36546 4.03513  0.19
C 2.41935 3.68010 7.34801  -1.53
C 2.80685 2.46047 6.55866  1.00
C 3.16354 2.79931 5.06482  -1.17
O 2.16484 3.33416 4.23399  0.05
C 1.17947 2.36377 3.86469  0.09
N 4.06515 1.97539 7.19052  -0.78
H 1.39937 3.92483 7.05158  0.22
H 3.17369 4.46319 7.27160  0.32
H 2.40797 3.53397 8.42810  0.50
H 2.07862 1.64964 6.53938  -0.07
H 3.51989 1.89691 4.56806  0.39
H 3.92553 3.57245 4.96630  0.61
H 0.41198 2.88038 3.28835  -0.25
H 0.73817 1.83456 4.70925  -0.07
H 1.62961 1.69926 3.12719  0.23
H 3.93545 1.97382 8.19216  0.26
H 4.86961 2.57285 7.06403  0.27
C 2.41766 -7.10527 2.24540  -1.29
C 2.44131 -5.55116 2.46113  0.39
C 3.57291 -4.94199 1.62526  -0.59
O 3.24964 -3.57421 1.66212  -0.12
C 4.19978 -2.67153 1.15002  -0.99
N 1.10416 -5.17602 1.91519  0.00
H 3.38271 -7.58082 2.42044  0.41
H 2.16273 -7.33980 1.21191  0.13
H 1.71510 -7.65840 2.86873  0.34
H 2.54992 -5.21528 3.49239  0.51
H 3.53840 -5.23825 0.57686  -0.02
H 4.57679 -5.18847 1.97103  0.57
H 5.20544 -2.97553 1.44040  0.53
H 4.07949 -1.64715 1.50255  0.09
H 4.15001 -2.54316 0.06875  0.32
H 1.09343 -5.38563 0.92723  0.17
H 1.21360 -4.17457 1.84274  -0.14
C -6.48313 0.35815 1.73661  -1.14
C -6.75009 0.43330 0.18097  1.50
C -7.78704 -0.61729 -0.33106  -0.90
O -7.64718 -1.97485 0.18528  -0.51
C -6.48036 -2.75218 -0.05284  0.29
N -7.01688 1.85457 -0.04166  -0.66
H -7.31068 0.58456 2.40892  0.42
H -5.88698 1.21655 2.04621  0.13
H -6.00551 -0.53897 2.13048  0.22
H -5.86903 0.20664 -0.41940  -0.53
H -7.87191 -0.60441 -1.41768  0.25
H -8.70981 -0.19767 0.06957  0.36
H -5.61964 -2.30927 0.44824  -0.21
H -6.31591 -2.72014 -1.12989  0.20
H -6.72138 -3.75214 0.30784  0.10
H -7.82847 2.11604 0.49969  0.30
H -6.27686 2.39888 0.37810  0.27
C -2.45215 1.31779 3.89272  -0.73
C -2.85818 1.63312 5.36666  0.17
C -2.38964 0.49137 6.35458  -0.93
O -1.01860 0.13533 6.18040  0.08
C -0.55332 -0.84975 7.06032  -1.10
N -2.20171 2.91377 5.64513  -0.68
H -1.43096 0.96691 3.74391  -0.26
H -2.69494 2.05580 3.12819  0.37
H -3.00236 0.42520 3.59496  0.38
H -3.94792 1.60963 5.36551  0.47
H -3.03075 -0.37836 6.21094  0.45
H -2.44097 0.77866 7.40478  0.38
H -0.45096 -0.48142 8.08108  0.32
H 0.36179 -1.26931 6.64242  0.28
H -1.25309 -1.66556 7.24168  0.44
H -1.33325 2.59354 6.04926  0.11
H -2.59162 3.26511 6.50805  0.33
C 9.08252 2.53322 -0.99032  -1.31
C 8.85694 1.86008 -2.32095  0.58
C 7.50897 2.14756 -3.13199  -0.77
O 6.44109 1.55000 -2.46244  -0.01
C 5.17053 1.95614 -3.00864  -0.64
N 10.02770 2.17219 -3.17264  -0.75
H 8.36008 2.23194 -0.23176  0.09
H 8.94412 3.60049 -1.16318  0.31
H 10.06034 2.40470 -0.52614  0.44
H 8.91910 0.79987 -2.07561  0.22
H 7.67764 1.69689 -4.11002  0.26
H 7.46841 3.23630 -3.16514  0.33
H 4.43860 1.53562 -2.31904  -0.21
H 4.91668 1.55892 -3.99143  0.46
H 4.93502 3.01778 -3.08311  0.48
H 10.83809 1.87412 -2.64871  0.30
H 10.00073 3.17987 -3.23548  0.29
C 3.87129 2.00701 0.78442  -0.44
C 4.98893 3.00771 1.01641  1.06
C 4.65648 4.38156 0.39582  0.04
O 5.58215 5.35667 0.80823  -0.42
C 5.44425 6.62755 0.24376  -0.73
N 5.27841 3.11620 2.44369  -0.78
H 3.89302 1.30555 1.61844  0.35
H 3.86321 1.51007 -0.18568  -0.19
H 2.88263 2.45986 0.85918  -0.30
H 5.94543 2.73295 0.57175  -0.14
H 3.65319 4.66854 0.71072  -0.32
H 4.72343 4.22855 -0.68130  0.45
H 6.13280 7.25992 0.80422  0.28
H 4.46680 7.09409 0.36635  0.24
H 5.60714 6.52172 -0.82879  0.30
H 4.49887 3.58166 2.88612  -0.10
H 5.89538 3.91377 2.50133  0.45
C 2.77054 6.94705 2.80257  -1.14
C 1.47073 6.95297 2.00683  0.37
C 0.80356 5.49974 1.85432  0.64
O 0.01579 5.55128 0.69033  -0.57
C -0.57453 4.30365 0.26923  0.51
N 0.57884 7.93316 2.61042  -0.80
H 2.64154 6.44824 3.76311  0.21
H 3.21285 7.94177 2.85737  0.39
H 3.53041 6.39496 2.24950  0.16
H 1.65810 7.32452 0.99939  0.29
H 0.23297 5.23389 2.74418  0.15
H 1.55118 4.72112 1.70300  -0.63
H -0.76703 3.64310 1.11464  -0.05
H 0.14238 3.87816 -0.43298  -0.06
H -1.51482 4.50927 -0.24231  -0.20
H -0.26577 7.79579 2.07391  0.37
H 0.25557 7.75018 3.54963  0.26
C -4.48136 5.10337 -3.49816  -1.06
C -3.57511 4.21266 -4.29178  -0.26
C -2.06934 4.20982 -3.89306  0.14
O -1.32743 3.05458 -4.26762  -0.22
C 0.09373 3.22688 -3.90963  -0.39
N -4.05611 2.88884 -4.03195  -0.08
H -4.36581 6.13511 -3.83024  0.44
H -4.20567 4.92139 -2.45942  0.03
H -5.53092 4.85442 -3.65482  0.36
H -3.70485 4.19463 -5.37388  0.56
H -2.00393 4.34424 -2.81336  -0.44
H -1.71233 5.13031 -4.35494  0.38
H 0.26931 3.58378 -2.89479  0.10
H 0.59038 3.79455 -4.69652  0.43
H 0.68070 2.33379 -4.12401  0.01
H -4.94270 2.89447 -4.51572  0.18
H -4.21304 2.79024 -3.03910  -0.04
C -1.07001 -2.75401 -5.14888  0.46
C -1.50431 -2.94723 -6.61350  -0.94
O -1.35311 -1.74912 -7.29502  -0.47
O -1.98796 -1.91415 -4.47804  -0.01
H -0.09199 -2.28898 -5.02507  0.15
H -1.09909 -3.75643 -4.72181  -0.13
H -2.54335 -3.27458 -6.57664  0.23
H -0.92424 -3.73583 -7.09281  0.46
H -1.41686 -2.03735 -8.20851  0.29
H -1.72211 -1.97099 -3.55733  -0.24
C -4.84573 6.02715 0.43841  -0.57
C -4.27117 4.73784 0.92472  0.28
O -5.20611 3.77435 1.34024  -0.60
O -6.04858 5.72224 -0.32918  -0.56
H -4.10592 6.64197 -0.07422  0.32
H -5.23148 6.57653 1.29717  0.34
H -3.57335 4.83096 1.75687  0.48
H -3.71269 4.28558 0.10518  -0.34
H -5.06332 3.58095 2.26965  0.22
H -6.36569 4.83352 -0.15252  0.34
C 6.24009 -2.26843 -3.44838  -0.55
C 4.89540 -1.62115 -3.37894  0.31
O 3.80911 -2.31199 -4.00465  -0.55
O 6.59822 -2.42360 -4.76788  -0.60
H 6.22926 -3.24291 -2.96014  0.26
H 7.08185 -1.74155 -2.99903  0.33
H 4.92064 -0.71827 -3.98908  0.37
H 4.84841 -1.34978 -2.32431  -0.34
H 3.77785 -3.19189 -3.62202  0.30
H 5.79476 -2.55507 -5.27657  0.39
C -3.17891 -6.27161 -3.29994  -0.81
C -3.53099 -4.79849 -2.88216  1.07
O -4.75222 -4.65869 -2.11723  -0.38
O -1.94553 -6.43280 -3.97628  -0.47
H -3.98781 -6.66300 -3.91686  0.53
H -3.23941 -7.09802 -2.59179  0.42
H -3.60323 -4.13502 -3.74395  -0.20
H -2.69138 -4.40535 -2.30893  -0.61
H -5.47881 -5.09015 -2.57277  0.26
H -1.86033 -7.35568 -4.22653  0.27
C -5.90047 -1.12260 -5.63451  -0.95
C -5.48640 -1.18252 -4.17496  0.61
O -4.76955 -0.07000 -3.78641  -0.21
O -4.74105 -1.07811 -6.46135  -0.41
H -6.52546 -0.27102 -5.90343  0.32
H -6.61077 -1.90316 -5.90708  0.46
H -4.88094 -2.05852 -3.94230  -0.31
H -6.41036 -1.17504 -3.59673  0.04
H -5.33660 0.49826 -3.25997  0.15
H -4.90512 -1.59292 -7.25486  0.24

arrangement 1 ends up most stable, edging out the next structure by 8.196 eV.